(1)
DFT (ωB97M-V with the def2-TZVPD basis set) results for C34H32BiN4O6S3Sb2 as an isolated structure.

```
82
Properties=species:S:1:pos:R:3:lowdin_charge:R:1
Bi 0.09 0.71 0.67 1.636
C 2.86 -3.57 2.71 -0.332
Sb 1.47 -2.69 1.34 1.246
C 2.80 -2.76 -0.34 -0.324
C 0.48 -4.58 0.80 -0.336
C -0.53 -4.96 1.84 -0.298
C -0.10 -5.60 2.99 -0.070
C -0.95 -5.89 4.04 -0.096
C -2.29 -5.53 3.95 -0.098
C -2.74 -4.91 2.79 -0.069
C -1.89 -4.62 1.72 -0.293
C -2.48 -3.98 0.50 -0.331
Sb -1.84 -1.91 0.15 1.273
C -2.02 -1.41 2.25 -0.350
C -3.78 -1.12 -0.32 -0.309
H 3.42 -4.37 2.23 0.003
H 2.33 -3.96 3.58 -0.013
H 3.55 -2.79 3.05 -0.008
H 3.28 -3.73 -0.37 0.003
H 3.55 -1.97 -0.24 0.005
H 2.23 -2.59 -1.25 -0.012
H 1.27 -5.32 0.71 0.061
H 0.04 -4.42 -0.18 0.035
H 0.95 -5.88 3.07 0.102
H -0.58 -6.38 4.93 0.097
H -2.98 -5.73 4.76 0.096
H -3.79 -4.65 2.70 0.108
H -3.56 -3.94 0.58 0.047
H -2.22 -4.52 -0.41 0.052
H -2.78 -2.05 2.70 0.007
H -2.33 -0.36 2.35 -0.012
H -1.08 -1.56 2.77 -0.029
H -4.54 -1.90 -0.26 -0.003
H -3.78 -0.69 -1.33 0.001
H -4.02 -0.33 0.39 0.008
O -4.46 4.58 -1.43 0.129
C -3.83 3.66 -0.98 -0.249
C -3.51 3.40 0.49 -0.287
O -4.08 3.87 1.45 0.100
C -2.40 2.44 0.46 -0.347
C -2.19 1.97 -0.83 -0.331
O -1.27 1.08 -1.10 -0.235
C -3.13 2.56 -1.78 -0.292
O -3.33 2.27 -2.94 0.098
O -1.69 2.02 1.46 -0.228
O 1.37 0.16 -1.02 -0.328
C 1.92 0.84 -1.99 -0.345
C 2.52 0.10 -3.04 -0.018
C 3.11 0.70 -4.12 -0.099
C 3.15 2.09 -4.22 -0.105
C 2.60 2.84 -3.20 -0.039
C 1.97 2.25 -2.09 -0.079
C 1.40 3.12 -1.07 -0.249
N 0.83 2.79 0.08 -0.058
C 0.44 3.95 0.72 -0.140
C 0.80 5.00 -0.04 -0.059
N 1.41 4.47 -1.15 0.138
H 2.47 -0.98 -2.96 0.104
H 3.54 0.09 -4.90 0.103
H 3.63 2.58 -5.05 0.099
H 2.66 3.92 -3.27 0.103
H -0.07 3.92 1.67 0.119
H 0.70 6.06 0.11 0.121
H 1.78 5.00 -1.92 0.144
S 5.00 5.38 0.11 0.513
C 4.61 3.82 0.57 -1.114
S 3.54 3.43 1.87 0.971
C 3.60 1.73 1.45 -1.137
N 4.43 1.48 0.49 0.034
N 5.01 2.65 0.03 -0.149
C 6.00 2.47 -0.99 -0.208
C 7.18 3.19 -0.95 -0.048
C 8.14 2.97 -1.93 -0.085
C 7.91 2.04 -2.93 -0.099
C 6.73 1.32 -2.95 -0.077
C 5.76 1.53 -1.97 -0.013
S 2.61 0.55 2.24 0.365
H 7.35 3.92 -0.16 0.083
H 9.06 3.53 -1.90 0.100
H 8.66 1.87 -3.70 0.096
H 6.54 0.58 -3.72 0.101
H 4.84 0.96 -1.96 0.094
```

Properties
**Electronic energy**: -105445.86820 eV
**Orbital gap**: 7.4452 eV
**LUMO**: 2.09 eV
**Total charge**: -1
**Highest occupied orbital energy**: -5.36 eV

=====

(2)
DFT (ωB97M-V with the def2-TZVPD basis set) results for C3H8CsO3 as an isolated structure at a distorted geometry.

```
15
Properties=species:S:1:pos:R:3:lowdin_charge:R:1
O -1.23 0.29 1.00 -0.288
Cs 0.76 -1.48 0.10 1.166
O -0.19 1.23 1.30 -0.295
H -1.20 0.70 2.10 0.254
C 0.42 1.35 -2.75 -0.082
O 0.32 1.38 -1.33 -0.285
C -0.66 2.28 -0.85 -0.205
C -0.43 2.49 0.63 -0.130
H 1.12 0.55 -3.02 0.090
H -0.56 1.16 -3.20 0.103
H 0.83 2.31 -3.11 0.103
H -1.67 1.88 -1.06 0.136
H -0.57 3.26 -1.35 0.143
H -1.30 2.99 1.09 0.141
H 0.49 3.04 0.83 0.149
```

Properties
**Electronic energy**: -9921.21027 eV
**Orbital gap**: 10.4261 eV
**LUMO**: -3.29 eV
**Total charge**: +1
**Highest occupied orbital energy**: -13.72 eV

=====

(3)
DFT (ωB97M-V with the def2-TZVPD basis set) results for a 2-piece molecular cluster, CH4O2PS overall at a distorted geometry.

```
9
Properties=species:S:1:pos:R:3:lowdin_charge:R:1
C 1.35 -0.37 -0.21 -0.352
O 1.10 2.27 -0.43 -0.610
O -3.59 -0.41 -0.07 -0.908
P 0.54 1.27 0.51 0.669
S -2.06 -0.25 -0.13 0.396
H 2.24 -0.74 0.46 0.038
H 1.74 -0.23 -1.22 0.008
H 0.54 -1.03 -0.16 -0.093
H -1.85 -0.51 1.24 -0.148
```

Properties
**Electronic energy**: -25320.38732 eV
**Orbital gap (alpha / beta)**: 6.0640 / 6.0666 eV
**LUMO (alpha / beta)**: 3.65 / 3.65 eV
**Total charge**: -1
**Highest occupied orbital energy (alpha / beta)**: -2.41 / -2.41 eV

=====

(4)
DFT (ωB97M-V with the def2-TZVPD basis set) results for a 2-piece molecular cluster, C3H6FNOS overall at a distorted geometry.

```
13
Properties=species:S:1:pos:R:3:lowdin_charge:R:1
C 0.27 1.51 0.58 -0.277
C 1.77 -0.51 0.21 -0.497
C 0.75 0.44 -0.32 -0.541
N -2.13 -0.83 -0.67 -0.008
O -0.91 1.64 0.77 0.054
F -1.30 -1.26 0.33 -0.127
S 2.48 0.61 -0.90 0.865
H 1.05 1.95 1.22 0.122
H 1.61 -1.52 -0.05 0.061
H 1.88 -0.47 1.29 0.088
H 0.22 0.07 -1.13 0.064
H -2.81 -0.07 -0.42 0.090
H -2.90 -1.55 -0.90 0.107
```

Properties
**Electronic energy**: -20294.73565 eV
**Orbital gap**: 9.9941 eV
**LUMO**: 0.85 eV
**Total charge**: 0
**Structure (SMILES)**: O=C[C@@H]1CS1.NF
**Highest occupied orbital energy**: -9.15 eV